1.
DFT (wB97M-V/def2-TZVPD) results for 5 unconnected molecules or ions with the total composition C2H14O5.

CARTESIAN COORDINATES (ANGSTROEM)
1 C -2.87 0.08 -1.92
2 C -2.76 -1.24 -1.23
3 O -1.48 -1.63 -0.72
4 H -2.99 0.94 -1.25
5 H -1.98 0.31 -2.52
6 H -3.80 0.23 -2.46
7 H -2.95 -2.05 -1.94
8 H -3.51 -1.37 -0.45
9 H -1.17 -0.96 -0.09
10 O 0.06 -3.44 -2.73
11 H -0.36 -3.60 -1.87
12 H 0.36 -2.52 -2.74
13 O 4.19 3.27 2.26
14 H 5.05 2.89 2.49
15 H 3.79 3.42 3.13
16 O 1.30 -1.35 -0.99
17 H 1.10 -2.25 -0.73
18 H 1.96 -1.26 -1.68
19 O 2.17 3.65 4.78
20 H 1.72 2.82 5.00
21 H 2.18 4.09 5.64

The value obtained for the relative energy (zero: lowest compared OMol25 entry of this formula, charge and spin) is 115.0 kJ/mol. As for the SMILES: CCO.O.O.O.O. The molar mass comes out at 118.13 g mol⁻¹. The HOMO-LUMO gap is 0.4033 Eh.

Atomic partial charges in e from the natural (NBO) method, atoms 1 to 5: number 1, C, carries -0.65; number 2, C, carries -0.07; number 3, O, carries -0.74; number 4, H, carries 0.20; number 5, H, carries 0.22

***

2.
DFT (wB97M-V/def2-TZVPD) results for 5 unconnected molecules or ions with the total composition C2H15NO4.

CARTESIAN COORDINATES (ANGSTROEM)
1 C -1.49 0.69 0.62
2 N -0.37 1.06 1.54
3 C 0.87 1.16 0.79
4 H -1.22 1.11 -0.34
5 H -2.49 1.01 0.90
6 H -1.47 -0.40 0.64
7 H -0.55 2.01 1.84
8 H 0.94 1.97 0.07
9 H 1.70 1.26 1.49
10 H 1.06 0.21 0.27
11 O 0.94 -1.00 3.62
12 H 1.08 -1.48 2.80
13 H 0.34 -0.28 3.36
14 O -0.15 -2.15 0.26
15 H 0.00 -3.11 0.27
16 H 0.04 -1.98 -0.68
17 O -0.53 1.03 -3.11
18 H -0.51 1.41 -2.22
19 H -0.94 1.70 -3.68
20 O 0.95 -1.51 -2.42
21 H 0.88 -2.10 -3.18
22 H 0.93 -0.63 -2.82

The value obtained for the relative energy (zero: lowest compared OMol25 entry of this formula, charge and spin) is 103.8 kJ/mol. As for the SMILES: CNC.O.O.O.O. The molar mass comes out at 117.14 g mol⁻¹. The HOMO-LUMO gap is 0.3535 Eh.

Atomic partial charges in e from the natural (NBO) method, atoms 1 to 5: number 1, C, carries -0.42; number 2, N, carries -0.63; number 3, C, carries -0.44; number 4, H, carries 0.13; number 5, H, carries 0.20